1.
Computed, not measured: C39H40CaIN4O4S3Se as an isolated structure, with ωB97M-V/def2-TZVPD.

Geometry (Å):
I (-0.9765, -2.0192, 3.6517)
C (-5.6567, -0.6591, 3.6933)
H (0.9540, 0.2591, -5.7789)
H (-0.8183, 0.4617, -7.4887)
C (-2.8850, -1.1447, 1.1497)
C (-2.4911, 3.2709, -3.6570)
N (2.9535, -4.7021, 0.5312)
H (2.7479, 1.9324, 0.2124)
C (2.0954, -5.7204, 0.3799)
C (-5.0467, -0.6928, 0.0383)
C (0.3401, -3.9894, -0.1605)
C (-1.8287, -4.1841, 0.5142)
C (-1.5386, 5.4248, -3.1646)
C (-2.4085, -0.0049, -6.1204)
H (-3.7729, -0.5217, -4.5454)
H (-3.1183, -1.5100, 5.7583)
H (-1.9790, -0.6990, -2.8220)
O (-0.9986, 1.4768, -0.1817)
H (-6.7496, -0.2963, 1.2733)
O (2.3982, -6.9085, 0.3338)
C (0.6658, -5.2520, 0.3248)
C (4.6064, 2.3263, 3.5193)
C (-2.9810, -1.3632, 3.6406)
C (-2.2448, 4.5873, -4.0206)
H (-0.5216, 5.6000, -1.2838)
C (-0.3490, -6.0232, 0.8619)
C (-1.6246, -5.4876, 0.9393)
Se (2.3600, -1.4581, 1.1004)
H (1.0899, -3.3676, -0.6343)
H (2.8489, 2.6602, -2.2497)
C (-3.6035, -1.0788, 2.3854)
C (-1.0654, 4.9438, -1.9539)
C (4.3777, -4.8026, 0.7408)
N (2.4120, 3.2362, 3.2285)
C (1.2361, 1.4042, -2.8739)
H (-2.6056, 4.9646, -4.9691)
C (-1.0798, 0.2163, -6.4674)
H (4.6244, -0.9049, 3.8575)
H (-3.0403, 2.6139, -4.3190)
H (-1.3559, 6.4553, -3.4415)
H (-6.7090, -0.3939, 3.7028)
C (-3.6643, -0.9932, 0.0184)
Ca (-0.3787, -0.7949, 0.6541)
S (0.2917, 1.7058, 2.7336)
C (-4.9926, -0.7559, 2.4436)
H (4.9052, -4.5188, -0.1786)
H (-2.4442, -6.0514, 1.3643)
H (2.5903, -3.7466, 0.6581)
C (-1.2919, 3.6172, -1.6103)
C (-2.7407, -0.3375, -4.8154)
C (3.6971, 3.3923, 3.4815)
C (1.0818, 3.2303, -0.1737)
C (-0.0851, 0.1088, -5.5089)
H (-5.5887, -0.5588, -0.8936)
H (-0.1182, -7.0148, 1.2316)
H (1.2957, 1.0811, -0.1861)
H (3.0981, 0.9558, -1.8883)
C (-2.0230, 2.7859, -2.4426)
H (5.6537, 2.4844, 3.7336)
H (1.5373, 1.6112, -3.9031)
C (4.1278, 1.0733, 3.2291)
H (-3.1820, 0.0721, -6.8738)
S (0.8213, -0.3697, -2.9244)
H (-5.5102, -0.8298, 5.8107)
H (1.3211, 3.6270, 0.8122)
C (4.1679, 4.7952, 3.7367)
H (0.3092, 1.9399, -2.6730)
C (1.8813, 1.9549, -0.4478)
H (-3.1992, -1.0872, -0.9646)
C (4.9733, -0.1515, 3.1515)
C (2.3512, 1.7549, -1.8883)
H (4.8616, -0.5898, 2.1560)
H (4.6513, 4.8612, 4.7132)
H (4.9022, 5.0909, 2.9845)
C (-3.6344, -1.2818, 4.8356)
H (-2.1933, 1.7604, -2.1379)
H (4.6305, -5.8324, 0.9899)
C (-0.4337, -0.2017, -4.2010)
S (-0.7421, 2.9481, -0.0274)
N (2.8161, 0.9383, 2.9805)
H (-2.7894, -3.6985, 0.6359)
O (0.0667, -0.7656, -1.7046)
O (4.7656, -3.9679, 1.8082)
H (3.3228, 5.4774, 3.7052)
H (1.2407, 4.0071, -0.9239)
C (-4.9964, -0.9049, 4.8599)
H (2.4840, 0.0174, 2.5315)
H (4.2616, -3.1289, 1.7122)
C (1.9361, 1.9861, 2.9933)
C (-5.6957, -0.5510, 1.2316)
N (-0.8679, -3.4399, -0.0379)
H (6.0169, 0.0851, 3.3510)
C (-1.7494, -0.4393, -3.8472)

Atoms 1-3, force components in eV/Å:
I -0.1 0.1 0.0
C 0.0 0.0 0.0
H 0.0 0.0 0.0

Properties
Kohn-Sham gap = 5.4922 eV
HOMO level = -3.55 eV
Total energy = -179638.3526 eV
Charge = -1

---

2.
Computed, not measured: a 2-piece molecular cluster, C6H10N overall at a distorted geometry, with ωB97M-V/def2-TZVPD.

Geometry (Å):
C (-1.2517, 0.1143, -0.0026)
N (-0.3077, -0.6676, 0.7491)
C (0.8196, -0.4123, 1.3165)
C (-2.3986, -0.2762, -0.5373)
H (-0.5709, -1.6726, 0.7801)
H (-2.9301, 0.4186, -1.0237)
H (1.3215, 0.5067, 1.3730)
C (3.0657, -0.7808, -0.1968)
H (0.4454, 1.4321, -0.6775)
C (2.1328, -1.1705, -0.8594)
H (-0.8988, 2.2085, 0.1604)
H (-2.7308, -1.2552, -0.4221)
H (3.9924, -0.3072, -0.0312)
H (1.2395, -1.6496, -1.1140)
H (1.2582, -1.1620, 1.8040)
C (-0.7354, 1.4246, -0.5424)
H (-1.0035, 1.6975, -1.4877)

Atoms 1-3, force components in eV/Å:
C 1.3 1.9 -2.0
N -1.2 -1.5 0.1
C -2.3 1.7 -1.8

Properties
Kohn-Sham gap (spin up / spin down) = 9.1192 / 9.1186 eV
HOMO level (spin up / spin down) = -14.24 / -14.24 eV
Total energy = -7862.7135 eV
Charge = +1

---

3.
Computed, not measured: a 7-piece molecular cluster, H14O7 overall at a distorted geometry, with ωB97M-V/def2-TZVPD.

Geometry (Å):
H (2.8833, 0.2405, 0.8781)
O (-3.5368, -0.3505, 2.1877)
H (0.5817, 0.6146, 0.5724)
H (4.2095, -0.8877, 0.4511)
O (-0.3863, -2.9423, -1.7788)
O (-0.7874, 3.8242, -1.4386)
H (-4.0465, -0.0817, 2.9740)
H (0.0485, 3.9903, -1.1133)
H (-2.5691, -1.3552, -1.2918)
O (4.7948, -0.5104, -0.1394)
H (-0.1096, -2.2383, -1.2279)
H (2.2002, 1.2277, 1.5898)
H (-0.6086, 4.0652, -2.3669)
O (-3.2623, -0.7755, -1.0383)
H (-3.7880, 0.0087, 1.3748)
H (-2.9492, 0.1915, -1.1428)
H (-0.9325, -3.5966, -1.1886)
H (0.8248, -0.7509, 0.8889)
O (0.2987, 0.0387, 1.2462)
O (2.1573, 0.3364, 1.5034)
H (4.9775, -1.0488, -0.9402)

Atoms 1-3, force components in eV/Å:
H 0.8 -0.2 -0.1
O 1.0 -1.4 2.8
H -0.3 1.5 -1.0

Properties
Kohn-Sham gap = 9.0051 eV
HOMO level = -9.00 eV
Structure (SMILES) = O.O.O.O.O.O.O
Total energy = -14555.9025 eV

---

4.
Computed, not measured: C20H15Co2N2O6S as an isolated structure at a distorted geometry, with ωB97M-V/def2-TZVPD.

Geometry (Å):
H (-1.1891, 2.5951, 0.3077)
C (-0.2015, -3.9572, 1.4575)
C (1.0648, 0.4146, -2.8100)
C (0.2270, 1.2469, 1.1833)
O (-4.0772, 2.2780, -4.8844)
C (-0.8498, 0.4701, -0.8768)
C (2.3720, -4.5862, 1.3951)
O (-0.8477, 1.9720, -5.2900)
H (-0.5383, -4.7452, 0.7672)
H (-1.3490, -2.1877, 2.0291)
Co (-2.7937, 1.9427, -2.3210)
C (1.1122, 3.4367, 2.6956)
H (1.7359, 0.1058, 2.2473)
C (1.4171, -2.4472, 0.8643)
C (-3.5277, 2.1258, -3.8821)
O (2.0870, -0.0813, -3.0202)
C (-0.2439, 0.2316, 0.3030)
H (2.4413, -5.0215, 2.3988)
H (2.3161, -5.4036, 0.6655)
H (0.3865, -0.7923, 0.3101)
H (-0.3541, 4.5777, 1.5542)
H (-1.5648, -2.6635, 0.3236)
H (4.2112, -4.0564, 0.2898)
H (2.4955, 2.0520, 3.6052)
C (-0.3652, 2.5177, 1.0261)
C (-2.5601, 3.5805, -1.7419)
H (4.1849, -3.4908, 1.9772)
C (1.6928, 2.1714, 2.8820)
C (-0.8661, 1.7099, -4.1620)
H (1.4629, 4.3008, 3.2650)
H (-2.3792, -0.6399, -1.9571)
O (-5.2168, 1.3297, -0.8968)
O (0.5555, 3.8524, -1.8349)
C (0.0922, 3.6030, 1.7499)
N (1.2168, -3.6955, 1.2891)
S (3.0393, -2.0315, 0.5439)
C (1.2683, 1.0842, 2.1358)
C (-0.8460, -2.5990, 1.1480)
C (-1.8883, 0.3184, -1.7605)
C (-4.2269, 1.5608, -1.4604)
C (3.5700, -3.6811, 1.0922)
N (0.2893, -1.7633, 0.7883)
Co (-0.4777, 1.1918, -2.4796)
O (-2.5446, 4.6841, -1.3922)
H (-0.4183, -4.3166, 2.4717)
C (0.0875, 2.8060, -1.9965)

Atoms 1-3, force components in eV/Å:
H 0.3 0.2 0.4
C -0.3 -1.1 0.2
C 2.6 -1.8 -1.0

Properties
Kohn-Sham gap = 5.4952 eV
HOMO level = -10.58 eV
Total energy = -122324.3713 eV
Charge = +1

---

5.
Computed, not measured: a 7-piece molecular cluster, C21H40Br6O11S3 overall at a distorted geometry, with ωB97M-V/def2-TZVPD.

Geometry (Å):
C (-0.0240, 7.0913, -6.8186)
H (2.9703, 0.6978, -9.2135)
H (6.4371, -0.4395, 6.2625)
H (0.0867, -4.2480, 7.6768)
C (0.8274, 6.3690, -5.9815)
C (2.8259, 6.3380, -7.5376)
H (-8.8760, 2.9018, 3.2029)
H (-3.9402, -7.0565, -7.5520)
H (1.7690, -4.3985, 6.0379)
C (0.3372, -3.3830, 7.0627)
H (2.0798, -0.0674, -10.4964)
C (8.0259, 1.0202, 6.3609)
S (-7.7420, 1.0203, 2.6190)
H (-1.3692, -7.5962, -6.9919)
H (0.3472, -3.7260, 5.0825)
O (-0.5382, -3.0920, 9.8490)
Br (4.3608, -0.5820, -11.1189)
H (2.7936, 5.5349, -5.5675)
C (2.5202, -1.3823, -8.7861)
O (3.9800, 6.0516, -7.8490)
O (-7.1240, 1.3025, 3.8905)
C (-8.2143, -2.1341, 0.6477)
H (1.9795, -2.1517, -9.3373)
O (0.6009, -0.8478, 9.9361)
C (-1.8166, -6.6302, -7.2261)
H (0.3902, 6.1011, -5.0309)
Br (1.6239, 1.4371, -0.7980)
S (-0.1412, -1.8924, 9.2029)
H (7.4412, 4.0096, 3.9994)
C (0.5522, 7.2090, -8.1573)
O (-8.4645, -0.4632, 2.4698)
H (-0.8309, 0.2442, -1.0672)
H (-3.0938, -6.2733, -8.9211)
C (-1.6986, -1.1481, 8.4221)
C (2.8574, -0.2426, -9.7529)
H (2.1564, 6.9724, -9.5179)
H (5.8538, 4.2562, 4.7534)
O (7.1050, 1.0967, 3.5084)
Br (-2.9470, -8.8286, -8.9856)
H (-2.2373, -0.9836, 9.3553)
O (-1.1206, 7.5203, -6.4736)
H (1.5071, -0.9267, -1.7905)
H (8.6394, 1.4367, 7.1598)
H (-0.1747, 7.5220, -8.8921)
H (-7.5707, -2.2770, 2.8547)
S (6.4328, 1.9402, 4.4271)
H (-9.7225, 1.3932, 3.5167)
C (7.0577, 0.0643, 7.0035)
H (-8.1787, -1.4698, -0.2158)
H (7.6400, -0.6055, 7.6364)
H (8.6370, 0.3706, 5.7343)
C (1.8351, 6.8701, -8.4919)
H (-9.8531, 1.9028, 1.8741)
H (6.4126, 0.6327, 7.6734)
O (7.3571, 2.1928, 5.8156)
H (6.0379, 3.7941, 2.9036)
C (1.1738, -0.5359, -0.8291)
H (-0.9777, -6.0145, -7.5506)
C (-7.7036, -1.5590, 2.0454)
H (1.7111, -1.0771, -0.0503)
O (0.8087, -2.3425, 7.8705)
O (5.1221, 1.5667, 4.9017)
C (6.3814, 3.7621, 3.9376)
H (-7.4722, -2.8802, 0.3634)
C (-0.3742, -0.6049, -0.5588)
H (-6.6634, -1.2569, 1.9240)
H (-1.4217, -0.2266, 7.9099)
Br (1.2060, -0.7133, -7.4854)
H (-0.6564, -2.9936, 6.8408)
Br (-0.8542, -0.2527, 1.3200)
Br (-2.4575, -5.8398, -5.4617)
H (-0.8593, -1.5302, -0.8694)
O (-7.2143, 1.4301, 1.2849)
C (1.1412, -3.5384, 5.8054)
C (-9.2052, 1.9676, 2.7481)
H (1.5142, -2.5613, 5.4983)
C (-3.0213, -7.0276, -8.1375)
C (2.1394, 6.1277, -6.1895)
H (-9.1765, -2.6450, 0.6807)
H (-2.2589, -1.8703, 7.8283)
H (3.3179, -1.8321, -8.1950)

Atoms 1-3, force components in eV/Å:
C -1.2 1.0 -1.3
H 0.8 -0.1 -0.2
H 0.1 -0.2 0.2

Properties
Kohn-Sham gap = 8.1458 eV
HOMO level = -10.18 eV
Structure (SMILES) = O=C1C=CC(=O)C=C1.CCOS(C)(=O)=O.CCOS(C)(=O)=O.CCOS(C)(=O)=O.BrCCBr.BrCCBr.BrCCBr
Total energy = -497701.8586 eV